Below is a structure of composition C12H39BCl2MnO12P, with properties calculated with ωB97M-V/def2-TZVPD.

XYZ file:
```
68
Properties=species:S:1:pos:R:3:lowdin_spin:R:1
Mn 1.33626 -0.18015 -0.68795 5.08
B -0.19812 1.16114 0.23111 0.12
H -0.34315 0.14544 -0.10292 0.03
H -1.01402 1.77876 -0.11106 0.01
H -0.19587 1.13122 1.30970 0.01
H 0.70459 1.59658 -0.16856 0.04
C -1.58527 -4.08633 -4.03313 0.00
O -0.59560 -3.35665 -3.35905 0.03
P -0.83702 -3.10720 -1.72300 0.02
O -0.03946 -2.00648 -1.11113 0.10
O -2.48422 -2.98719 -1.46882 0.01
C -3.02884 -1.70233 -1.55644 0.00
O -0.52026 -4.61794 -1.11839 0.01
C 0.74277 -5.23121 -1.43182 0.01
H -1.86731 -5.01573 -3.53839 0.00
H -1.24546 -4.39575 -5.02151 0.00
H -2.44055 -3.49920 -4.36760 0.00
H -3.72207 -1.52436 -0.73434 0.00
H -3.61703 -1.53241 -2.45826 0.00
H -2.37315 -0.85199 -1.36913 0.00
H 1.49429 -4.70297 -0.84506 0.01
H 1.02144 -5.23993 -2.48556 0.00
H 0.68700 -6.28618 -1.16343 0.00
C 0.55375 -2.00935 2.12435 0.01
C 0.61444 -3.57719 2.23896 0.00
O 1.54656 -4.08889 3.20552 0.00
O 1.45410 -1.44961 1.19910 0.04
H 0.80768 -1.59529 3.10015 0.00
H -0.49345 -1.77170 1.93728 0.00
H 0.82869 -4.07730 1.29446 0.00
H -0.37823 -3.93442 2.51298 0.00
H 2.37604 -4.43479 2.86801 0.00
H 2.30674 -1.72859 1.54084 0.01
C 0.56879 4.95140 1.46695 0.00
C 1.43536 5.82788 2.41108 0.00
O 1.79069 5.17474 3.60507 0.00
O 1.28220 3.77145 1.02538 0.01
H 0.08472 5.46262 0.63483 0.00
H -0.22188 4.55263 2.10250 0.00
H 0.85844 6.68289 2.76354 0.00
H 2.28051 6.24260 1.86170 0.00
H 1.03237 4.69965 3.95271 0.00
H 0.57995 3.14342 0.84091 0.00
C -3.93824 1.50176 1.37575 0.00
C -3.27819 2.52925 2.31484 0.00
O -2.00018 2.03628 2.66084 0.00
O -3.37433 1.48767 0.11188 0.00
H -5.01569 1.63784 1.46895 0.00
H -3.69391 0.51111 1.75917 0.00
H -3.90484 2.81023 3.16128 0.00
H -3.21355 3.36859 1.62243 0.00
H -1.39329 1.85354 1.93980 0.00
H -2.41958 1.41756 0.18349 0.00
C 4.28501 -0.89995 -1.49307 0.07
C 4.45397 0.06709 -0.32939 0.03
O 3.24870 0.72683 -0.02951 0.09
O 3.10596 -1.63601 -1.24144 0.13
H 5.11262 -1.60920 -1.50418 0.01
H 4.30025 -0.39770 -2.46035 0.03
H 5.21007 0.79833 -0.61523 0.01
H 4.54498 -0.55608 0.56026 0.00
H 3.50875 1.46129 0.53133 0.01
H 3.08557 -2.31077 -1.92400 0.04
C -1.50210 3.45973 -2.68836 0.01
Cl -1.71198 4.64475 -1.32279 0.00
Cl -1.78782 4.10397 -4.28991 0.01
H -0.53981 2.94776 -2.68770 0.01
H -2.26887 2.71473 -2.47592 0.00
```

Computed properties:
- total charge = 0
- Kohn-Sham gap (spin up / spin down) (Eh) = 0.136 / 0.335
- 2S+1 = 7



Below is a structure of composition C12H3Cl2F5NSe2SnTe2, with properties calculated with ωB97M-V/def2-TZVPD.

XYZ file:
```
28
Properties=species:S:1:pos:R:3:nbo_charge:R:1
Sn 0.09325 0.47316 -0.40311 1.44
Se -0.68213 1.53438 1.86013 -0.45
Te -3.15352 1.26495 1.66513 0.11
Te -3.38224 2.47572 -0.74279 0.09
Se -2.16760 0.78096 -2.08220 -0.48
Cl 4.57418 -0.87699 0.59105 -0.01
C 4.34782 0.61623 -0.23611 -0.13
C 5.43456 1.41444 -0.49663 -0.21
C 5.26915 2.62698 -1.15000 -0.30
C 3.99709 3.02195 -1.52033 -0.20
C 2.91720 2.21377 -1.24483 -0.17
Cl 1.35494 2.76911 -1.68192 0.04
C 3.01975 0.96657 -0.58834 0.22
N 2.03827 0.14904 -0.29046 -1.02
H 6.41166 1.08788 -0.17655 0.21
H 6.11821 3.25757 -1.35372 0.20
H 3.83528 3.97285 -2.00753 0.21
F 0.94957 -2.08779 -2.15962 -0.30
C 0.06005 -2.57145 -1.29006 0.33
C -0.47999 -1.74076 -0.32104 -0.45
C -1.42090 -2.31670 0.50862 0.31
F -2.03428 -1.57160 1.45548 -0.32
C -1.80533 -3.64779 0.41994 0.29
F -2.71825 -4.15291 1.26994 -0.31
C -1.24039 -4.45365 -0.55559 0.26
F -1.59651 -5.74643 -0.66353 -0.30
C -0.30689 -3.90532 -1.42500 0.25
F 0.22625 -4.67605 -2.39063 -0.30
```

Computed properties:
- total charge = -1
- Kohn-Sham gap (Eh) = 0.227
- relative energy (zero: lowest compared OMol25 entry of this formula, charge and spin) (kJ/mol) = 22.0



Below is a cluster of 8 separate species, C12H40N8O12 in total, with properties calculated with ωB97M-V/def2-TZVPD.

XYZ file:
```
72
Properties=species:S:1:pos:R:3:mulliken_charge:R:1
N -0.32455 -2.50882 1.73919 -0.26
C 0.98304 -2.57488 1.36953 0.40
N 1.62160 -1.44710 1.28798 0.04
O 1.46175 -3.63088 0.90598 -0.75
H -0.64064 -1.62270 2.05275 0.06
H -0.87356 -3.33570 1.70992 0.24
H 1.32920 -0.66265 1.87008 -0.05
H 2.66464 -1.57881 1.17254 0.21
N -0.23836 0.23844 4.04875 -0.25
C -0.06921 1.52255 4.55743 0.49
N -0.89263 2.46229 3.96715 -0.37
O 0.74030 1.77816 5.41035 -0.62
H -1.07954 0.08493 3.56021 0.10
H 0.21475 -0.51110 4.54007 0.22
H -1.45497 2.14960 3.16800 0.24
H -0.63395 3.44235 3.98920 0.24
N 4.59387 1.95843 0.91760 -0.41
C 3.87965 1.31448 1.83686 0.69
N 3.04807 2.14949 2.47956 -0.41
O 3.89541 0.13392 2.01582 -0.69
H 4.76071 2.96165 0.88291 0.17
H 5.17786 1.35935 0.31073 0.25
H 3.32179 3.11584 2.62248 0.19
H 2.61654 1.71913 3.26925 0.23
N -0.80948 2.77595 0.32701 -0.27
C -0.39592 1.49778 0.22575 0.69
N 0.77451 1.23493 -0.38952 0.28
O -1.09879 0.60535 0.75734 -0.57
H -1.76260 2.94093 0.60965 0.23
H -0.26618 3.50048 -0.08743 0.14
H 1.26346 0.35543 -0.21596 -0.17
H 1.29857 1.77718 -1.09083 0.01
O -1.73538 -3.57218 -2.62038 -0.58
C -1.96760 -3.08124 -1.23482 0.25
C -2.91455 -1.86569 -1.41932 0.25
O -4.22006 -2.33793 -1.54978 -0.58
H -1.46999 -4.49721 -2.58765 0.28
H -2.53246 -3.81029 -0.59318 0.37
H -1.03883 -2.80134 -0.78917 -0.23
H -2.56949 -1.32484 -2.28999 0.23
H -2.71014 -1.16425 -0.56915 -0.22
H -4.39462 -2.74849 -2.38727 0.35
O 2.51819 2.37245 -2.62427 -0.55
C 1.71918 2.59095 -3.79451 -0.55
C 0.88477 1.38813 -4.28180 -0.16
O 1.74029 0.23981 -4.26815 -0.62
H 3.05067 1.56820 -2.73441 0.30
H 0.97296 3.28229 -3.42686 0.33
H 2.24035 3.08266 -4.61213 0.36
H 0.48550 1.67046 -5.24613 0.43
H 0.03092 1.20802 -3.58206 0.07
H 1.18990 -0.54604 -4.33148 0.27
O -3.53571 1.80161 1.53368 -0.66
C -4.51057 0.93146 1.01679 -0.14
C -5.03640 0.08878 2.15086 -0.54
O -5.55499 0.80865 3.25568 -0.54
H -2.64954 1.35295 1.32491 0.23
H -5.37507 1.44886 0.62115 0.35
H -4.19604 0.24675 0.21685 0.05
H -4.27365 -0.58805 2.43854 0.25
H -5.82815 -0.57109 1.78949 0.42
H -4.76017 1.34363 3.51663 0.33
O 2.99091 -0.50029 -1.84768 -0.41
C 3.27678 -1.84836 -2.29246 -0.88
C 2.00479 -2.60753 -2.08237 0.55
O 0.92323 -2.01828 -2.85806 -0.44
H 2.51563 -0.12752 -2.61589 0.28
H 3.75158 -1.72748 -3.26314 0.35
H 4.01476 -2.29156 -1.64721 0.37
H 1.74973 -2.58811 -0.99522 -0.36
H 2.09156 -3.67709 -2.45934 0.35
H 0.01637 -2.33681 -2.68106 0.18
```

Computed properties:
- total charge = 0
- Kohn-Sham gap (Eh) = 0.364
- relative energy (zero: lowest compared OMol25 entry of this formula, charge and spin) (kJ/mol) = 14.3